A structure of composition C33H37AsBN6Pt. Source: OMol25; level of theory: ωB97M-V/def2-TZVPD.

XYZ file:
```
79
C33H37AsBN6Pt (ωB97M-V/def2-TZVPD)
Pt -0.1591 0.0060 -0.8480
C 0.9743 3.4040 -0.4195
C -0.3497 2.9497 0.0719
C -1.3093 3.6775 0.7356
C -2.4533 2.8742 0.8268
C -3.7792 3.1993 1.4079
N -2.1829 1.7019 0.2429
N -0.8910 1.7278 -0.2068
B -3.1244 0.5347 -0.1883
N -2.9496 0.3286 -1.7173
N -1.6890 0.1430 -2.1886
C -1.7134 0.0600 -3.5391
C -0.5042 -0.1345 -4.3786
C -3.0338 0.2350 -3.9273
C -3.7857 0.4044 -2.7696
C -5.2428 0.6393 -2.6112
N -2.5907 -0.7737 0.4564
N -1.4028 -1.2918 0.0244
C -1.2260 -2.5356 0.5557
C -0.1218 -3.4924 0.2899
C -2.3523 -2.7944 1.3139
C -3.1854 -1.6860 1.2381
C -4.5289 -1.4726 1.8339
H 1.0751 4.4719 -0.2390
H 1.8072 2.9141 0.0744
H 1.0707 3.2386 -1.4943
H -1.2230 4.7032 1.0521
H -3.7144 4.1275 1.9700
H -4.5231 3.3311 0.6205
H -4.1240 2.4083 2.0722
H -4.2471 0.7544 0.1070
H 0.4112 -0.1833 -3.7923
H -0.5889 -1.0532 -4.9595
H -0.4072 0.6916 -5.0833
H -3.4037 0.2473 -4.9390
H -5.7284 0.5821 -3.5820
H -5.6891 -0.1078 -1.9554
H -5.4390 1.6266 -2.1915
H 0.8639 -3.0438 0.3560
H -0.1713 -4.2872 1.0310
H -0.2459 -3.9537 -0.6927
H -2.5490 -3.7130 1.8408
H -4.7273 -2.2493 2.5687
H -4.5982 -0.5019 2.3221
H -5.3049 -1.5275 1.0690
C 5.4809 2.5473 2.4587
C 5.7682 1.4407 1.6753
C 4.7563 0.7775 0.9960
C 3.4480 1.2440 1.1243
C 3.1403 2.3246 1.9440
C 4.1686 2.9790 2.6043
As 2.0916 0.1088 0.3434
C 2.6597 -0.8884 -1.2005
C 1.6425 -1.6544 -1.7897
C 1.8145 -2.3349 -2.9858
C 3.0509 -2.2581 -3.6097
C 4.0505 -1.4465 -3.0820
C 3.8560 -0.7441 -1.9001
C 1.5980 -1.0250 1.8198
C 0.4789 -0.6967 2.5726
C 0.2335 -1.3842 3.7536
C 1.1009 -2.3833 4.1719
C 2.2265 -2.7000 3.4180
C 2.4832 -2.0183 2.2395
H 6.2790 3.0641 2.9741
H 6.7844 1.0788 1.5939
H 5.0034 -0.1064 0.4264
H 2.1235 2.6531 2.1150
H 3.9411 3.8242 3.2393
H 0.6203 -1.7680 -1.3418
H 1.0173 -2.9334 -3.4055
H 3.2264 -2.8075 -4.5249
H 4.9941 -1.3557 -3.6035
H 4.6325 -0.0832 -1.5451
H -0.1815 0.1192 2.2842
H -0.6305 -1.1296 4.3530
H 0.9167 -2.9035 5.1022
H 2.9114 -3.4645 3.7591
H 3.3700 -2.2556 1.6620
```

Summary:
ΔE to the lowest compared entry with this formula, charge and spin (kcal per mole): 0.5
Total charge: +3